The following is a quantum chemistry calculation of a molecular structure, C23H35BrN5O2PPd in a non-equilibrium geometry, from the Open Molecules 2025 dataset.

- Total energy: -4364.44683 Eh
- E_HOMO: -13.79 eV
- Total charge: +2

Atoms and positions in Å:
1 Pd 0.317 -0.140 -0.421
2 O -1.651 -1.594 -0.164
3 C -2.566 -1.471 -1.242
4 C -1.896 -0.983 -2.508
5 C -2.582 -1.049 -3.720
6 C -1.980 -0.561 -4.864
7 C -0.696 -0.036 -4.781
8 C -0.071 -0.022 -3.549
9 N -0.668 -0.476 -2.446
10 H -2.130 -1.499 0.669
11 H -3.371 -0.766 -0.997
12 H -3.027 -2.451 -1.430
13 H -3.571 -1.477 -3.757
14 H -2.491 -0.603 -5.813
15 H -0.191 0.349 -5.652
16 H 0.946 0.346 -3.425
17 O -0.984 1.525 0.325
18 P -0.792 2.958 -0.070
19 N -0.968 4.000 1.222
20 C -2.181 4.678 1.659
21 C -1.895 5.027 3.117
22 C -0.395 5.298 3.094
23 C 0.106 4.174 2.195
24 N 0.743 3.157 -0.692
25 C 1.244 4.414 -1.246
26 C 2.764 4.320 -1.118
27 C 3.028 2.813 -1.184
28 C 1.833 2.229 -0.429
29 N -1.835 3.538 -1.238
30 C -3.284 3.457 -1.042
31 C -3.829 2.824 -2.318
32 C -2.879 3.396 -3.363
33 C -1.525 3.365 -2.657
34 H -3.058 4.041 1.555
35 H -2.328 5.585 1.060
36 H -2.102 4.164 3.750
37 H -2.485 5.869 3.466
38 H 0.057 5.272 4.080
39 H -0.193 6.269 2.641
40 H 0.251 3.256 2.776
41 H 1.039 4.414 1.685
42 H 0.826 5.276 -0.723
43 H 0.957 4.482 -2.299
44 H 3.106 4.730 -0.168
45 H 3.264 4.861 -1.915
46 H 3.978 2.540 -0.728
47 H 3.029 2.473 -2.220
48 H 2.056 2.152 0.644
49 H 1.556 1.180 -0.802
50 H -3.690 4.467 -0.936
51 H -3.519 2.880 -0.150
52 H -4.862 3.105 -2.501
53 H -3.760 1.735 -2.279
54 H -3.161 4.428 -3.570
55 H -2.861 2.841 -4.297
56 H -0.887 4.175 -3.012
57 H -1.003 2.411 -2.821
58 Br 3.958 -3.705 2.378
59 C 2.980 -3.369 0.789
60 C 2.938 -4.303 -0.244
61 C 2.199 -4.002 -1.374
62 C 1.544 -2.782 -1.446
63 N 1.602 -1.885 -0.463
64 C 2.292 -2.166 0.638
65 H 3.469 -5.239 -0.158
66 H 2.128 -4.705 -2.190
67 H 0.960 -2.514 -2.316
68 H 2.317 -1.421 1.428

The following is a quantum chemistry calculation of a molecular structure, C23H35CrN3O7PTe in a non-equilibrium geometry, from the Open Molecules 2025 dataset.

- Total energy: -3241.67476 Eh
- 2S+1: 2
- E_HOMO (spin up / spin down): -12.43 / -12.45 eV
- Total charge: +2
- Expectation value of S²: 0.789

Atoms and positions in Å:
1 Cr -0.032 -0.625 -0.440
2 C -1.272 -2.111 2.069
3 C 0.207 -2.437 2.185
4 O 0.776 -2.363 0.880
5 C 1.785 -3.310 0.551
6 C 1.721 -3.531 -0.978
7 O 0.490 -3.078 -1.507
8 C -0.625 -3.915 -1.250
9 C -1.850 -3.133 -1.681
10 O -1.868 -1.870 -1.008
11 C -3.079 -1.523 -0.336
12 C -2.715 -0.619 0.852
13 O -1.398 -0.896 1.328
14 H -1.707 -1.989 3.065
15 H -1.797 -2.922 1.554
16 H 0.325 -3.437 2.608
17 H 0.703 -1.714 2.836
18 H 1.601 -4.241 1.092
19 H 2.771 -2.931 0.833
20 H 1.887 -4.584 -1.219
21 H 2.482 -2.932 -1.479
22 H -0.683 -4.172 -0.187
23 H -0.556 -4.844 -1.825
24 H -2.749 -3.707 -1.453
25 H -1.807 -2.963 -2.758
26 H -3.594 -2.428 -0.007
27 H -3.743 -0.979 -1.014
28 H -3.448 -0.723 1.655
29 H -2.675 0.420 0.534
30 C 3.016 1.372 3.789
31 C 1.676 1.059 3.601
32 C 1.208 0.709 2.348
33 C 2.086 0.655 1.263
34 C 3.441 0.959 1.460
35 C 3.893 1.326 2.712
36 N 1.603 0.286 -0.008
37 N 2.397 0.610 -0.978
38 C 2.037 0.037 -2.186
39 C 2.909 0.009 -3.274
40 C 2.459 -0.537 -4.455
41 C 1.139 -0.985 -4.531
42 C 0.363 -0.966 -3.395
43 N 0.819 -0.518 -2.219
44 H 3.369 1.671 4.767
45 H 0.994 1.093 4.440
46 H 0.154 0.532 2.192
47 H 4.119 0.903 0.622
48 H 4.938 1.565 2.854
49 H 3.901 0.424 -3.164
50 H 3.108 -0.600 -5.318
51 H 0.728 -1.336 -5.466
52 H -0.665 -1.298 -3.404
53 C -4.098 2.640 -1.303
54 C -3.086 3.517 -0.597
55 O -1.801 3.493 -1.284
56 P -0.609 2.611 -0.769
57 O -1.003 1.140 -0.797
58 Te 1.317 3.359 -2.015
59 O -0.417 2.954 0.774
60 C 0.157 4.240 1.142
61 C -0.163 4.536 2.590
62 H -5.037 2.661 -0.752
63 H -3.741 1.612 -1.367
64 H -4.280 3.005 -2.312
65 H -2.945 3.204 0.439
66 H -3.404 4.557 -0.617
67 H -0.256 5.015 0.491
68 H 1.238 4.192 0.987
69 H -1.240 4.584 2.747
70 H 0.271 5.499 2.855
71 H 0.252 3.769 3.238

The following is a quantum chemistry calculation of a molecular structure, C23H35N8OPRhS in a non-equilibrium geometry, from the Open Molecules 2025 dataset.

- Total energy: -2259.96337 Eh
- E_HOMO: -16.73 eV
- Total charge: +3

Atoms and positions in Å:
1 Rh -0.006 0.240 0.264
2 C 4.002 -3.281 1.694
3 N 3.321 -2.180 0.993
4 C 3.882 -1.398 0.021
5 C 2.939 -0.489 -0.349
6 N 1.817 -0.703 0.409
7 C 2.066 -1.740 1.200
8 P 0.868 -2.446 2.348
9 C 0.287 -0.860 3.011
10 N -0.047 0.217 2.294
11 C -0.466 1.181 3.179
12 C -0.359 0.679 4.438
13 N 0.108 -0.597 4.319
14 C 0.396 -1.501 5.445
15 C -0.444 -2.529 1.103
16 N -0.861 -1.509 0.355
17 C -1.846 -1.962 -0.484
18 C -2.035 -3.282 -0.221
19 N -1.155 -3.622 0.771
20 C -1.018 -4.968 1.353
21 H 5.041 -3.292 1.383
22 H 3.545 -4.233 1.437
23 H 3.958 -3.125 2.769
24 H 4.888 -1.551 -0.333
25 H 3.010 0.284 -1.090
26 H -0.803 2.152 2.876
27 H -0.586 1.124 5.393
28 H 0.073 -1.017 6.362
29 H 1.463 -1.697 5.507
30 H -0.147 -2.435 5.327
31 H -2.353 -1.329 -1.193
32 H -2.716 -3.993 -0.657
33 H -1.775 -5.609 0.911
34 H -1.169 -4.930 2.428
35 H -0.035 -5.375 1.130
36 C 1.472 -0.680 -4.845
37 C 0.417 0.392 -5.114
38 C -0.803 0.333 -4.200
39 S -0.614 0.846 -2.492
40 O 0.478 -0.025 -1.767
41 C 0.115 2.507 -2.641
42 C 1.587 2.538 -2.209
43 C 1.798 2.638 -0.697
44 H 2.321 -0.542 -5.511
45 H 1.064 -1.677 -5.016
46 H 1.839 -0.649 -3.818
47 H 0.033 0.261 -6.128
48 H 0.864 1.389 -5.103
49 H -1.197 -0.684 -4.126
50 H -1.605 0.998 -4.538
51 H -0.505 3.146 -2.009
52 H -0.013 2.829 -3.673
53 H 2.049 3.412 -2.669
54 H 2.103 1.664 -2.606
55 H 1.404 3.574 -0.306
56 H 2.850 2.577 -0.425
57 H 1.303 1.802 -0.139
58 N -4.659 4.382 0.413
59 C -3.671 3.490 0.419
60 C -3.906 2.115 0.195
61 C -2.860 1.241 0.198
62 N -1.575 1.610 0.420
63 C -1.347 2.919 0.660
64 C -2.330 3.866 0.664
65 H -5.615 4.106 0.260
66 H -4.486 5.360 0.576
67 H -4.912 1.749 0.035
68 H -3.038 0.187 0.041
69 H -0.329 3.203 0.889
70 H -2.076 4.898 0.870

The following is a quantum chemistry calculation of a molecular structure, C23H36AlClFO16 in a non-equilibrium geometry, from the Open Molecules 2025 dataset.

- Total energy: -2904.31820 Eh
- E_HOMO: -3.15 eV
- Total charge: -1

Atoms and positions in Å:
1 C -0.649 -3.882 -3.110
2 C -0.602 -4.010 -4.506
3 C -0.846 -2.967 -5.506
4 Al -1.215 -1.089 -4.791
5 O -1.256 -0.022 -6.290
6 C -3.100 -0.918 -3.978
7 C -3.145 -1.175 -2.507
8 F -4.526 -1.177 -2.062
9 C 0.235 -0.329 -3.587
10 C 1.560 -1.133 -3.543
11 C 2.287 -0.999 -2.185
12 Cl 3.572 0.273 -2.278
13 H -1.576 -4.096 -2.586
14 H 0.256 -3.644 -2.563
15 H -0.335 -5.013 -4.930
16 H 0.011 -2.929 -6.202
17 H -1.727 -3.304 -6.086
18 H -1.488 0.880 -6.035
19 H -3.728 -1.655 -4.495
20 H -3.476 0.086 -4.198
21 H -2.669 -0.373 -1.938
22 H -2.734 -2.147 -2.236
23 H 0.494 0.668 -3.975
24 H -0.134 -0.141 -2.570
25 H 2.243 -0.691 -4.272
26 H 1.424 -2.184 -3.800
27 H 2.795 -1.939 -1.964
28 H 1.606 -0.754 -1.376
29 C 4.946 3.652 -1.202
30 C 5.353 3.736 0.248
31 O 5.885 5.070 0.337
32 C 5.336 5.804 -0.660
33 O 5.440 6.987 -0.762
34 O 4.651 5.018 -1.526
35 H 4.076 3.018 -1.355
36 H 5.756 3.305 -1.846
37 H 4.508 3.648 0.924
38 H 6.096 3.007 0.515
39 C 7.746 2.119 4.599
40 C 7.458 0.641 4.531
41 O 6.259 0.599 3.750
42 C 6.211 1.727 3.000
43 O 5.425 1.923 2.126
44 O 7.166 2.605 3.376
45 H 8.811 2.341 4.638
46 H 7.243 2.597 5.444
47 H 8.238 0.081 4.011
48 H 7.297 0.199 5.512
49 C -5.977 -1.294 1.501
50 C -4.599 -0.757 1.220
51 O -3.985 -0.779 2.518
52 C -4.633 -1.706 3.263
53 O -4.267 -2.088 4.331
54 O -5.752 -2.144 2.635
55 H -6.384 -1.855 0.666
56 H -6.686 -0.513 1.781
57 H -4.031 -1.399 0.547
58 H -4.614 0.252 0.816
59 C 2.943 2.515 6.544
60 C 3.459 3.733 5.816
61 O 4.794 3.850 6.322
62 C 5.178 2.629 6.755
63 O 6.296 2.349 7.069
64 O 4.141 1.765 6.773
65 H 2.233 1.939 5.957
66 H 2.492 2.760 7.508
67 H 3.503 3.588 4.735
68 H 2.883 4.630 6.029
69 C -9.902 -3.313 -2.315
70 C -9.313 -3.987 -1.098
71 O -8.489 -2.962 -0.546
72 C -8.969 -1.764 -0.972
73 O -8.607 -0.712 -0.561
74 O -9.916 -1.936 -1.931
75 H -10.907 -3.659 -2.545
76 H -9.275 -3.425 -3.201
77 H -10.072 -4.263 -0.363
78 H -8.723 -4.866 -1.345

The following is a quantum chemistry calculation of a molecular structure, C23H36BrFN3NbO5PS in a non-equilibrium geometry, from the Open Molecules 2025 dataset.

- Total energy: -4908.37840 Eh
- E_HOMO: -7.77 eV
- Total charge: +1

Atoms and positions in Å:
1 C 5.719 -1.943 2.902
2 C 4.798 -2.781 2.405
3 Nb 2.570 -2.488 2.446
4 C 2.719 -2.381 0.162
5 C 2.116 -3.511 -0.671
6 N 0.680 -3.296 -1.043
7 C 2.436 -4.749 2.535
8 C 1.075 -5.406 2.662
9 F 0.578 -5.167 3.930
10 C 2.883 -0.235 2.711
11 O 1.910 0.407 3.586
12 C 1.794 1.726 3.454
13 C 0.544 2.244 4.111
14 O 2.594 2.447 2.888
15 C 0.321 -2.119 2.482
16 C -0.339 -1.409 1.387
17 O -1.300 -1.813 0.777
18 Br 0.252 0.405 0.805
19 P 2.808 -2.541 5.045
20 O 3.635 -1.206 5.536
21 O 3.717 -3.764 5.630
22 S 1.100 -2.533 5.985
23 H 6.524 -2.263 3.552
24 H 5.664 -0.892 2.660
25 H 5.147 -3.733 2.003
26 H 2.310 -1.450 -0.231
27 H 3.774 -2.338 -0.083
28 H 2.229 -4.511 -0.262
29 H 2.644 -3.536 -1.624
30 H 0.115 -3.967 -0.540
31 H 0.590 -3.595 -2.005
32 H 2.992 -5.225 1.727
33 H 2.985 -5.052 3.428
34 H 1.156 -6.488 2.599
35 H 0.331 -5.055 1.948
36 H 3.857 -0.016 3.142
37 H 2.897 0.240 1.733
38 H -0.199 1.455 4.045
39 H 0.157 3.103 3.585
40 H 0.707 2.415 5.167
41 H 0.190 -1.487 3.365
42 H -0.298 -2.991 2.657
43 H 3.006 -0.674 6.031
44 H 4.593 -3.724 5.229
45 C -5.695 7.330 -5.396
46 N -5.034 6.076 -4.960
47 C -4.209 5.445 -5.811
48 C -3.548 4.302 -5.434
49 C -3.726 3.788 -4.151
50 C -4.603 4.453 -3.300
51 C -5.246 5.592 -3.727
52 C -2.992 2.588 -3.685
53 C -2.179 2.658 -2.563
54 C -1.535 1.525 -2.110
55 N -1.691 0.357 -2.741
56 C -2.452 0.262 -3.839
57 C -3.111 1.361 -4.335
58 C -1.019 -0.847 -2.189
59 H -6.264 7.125 -6.299
60 H -4.924 8.072 -5.588
61 H -6.357 7.679 -4.613
62 H -4.086 5.884 -6.791
63 H -2.879 3.829 -6.139
64 H -4.796 4.089 -2.300
65 H -5.929 6.135 -3.091
66 H -2.033 3.587 -2.030
67 H -0.897 1.532 -1.234
68 H -2.528 -0.714 -4.298
69 H -3.732 1.246 -5.213
70 H -0.380 -1.279 -2.954
71 H -1.783 -1.553 -1.874
72 H -0.436 -0.525 -1.335

The following is a quantum chemistry calculation of a single C23H36FN3O5S molecule, from the Open Molecules 2025 dataset.

- SMILES: CCC[C@H](C(=O)NC(C)(C)CC)N(C[C@@H]1CCCO1)C(=O)CNS(=O)(=O)c1ccc(F)cc1
- Total energy: -1936.57254 Eh
- E_HOMO: -9.04 eV

Atoms and positions in Å:
1 C -4.191 -0.070 0.984
2 C -3.419 0.739 -0.052
3 C -1.904 0.633 0.116
4 C -1.381 -0.767 -0.223
5 C -1.549 -1.828 0.887
6 O -2.053 -2.907 0.631
7 N -1.072 -1.443 2.075
8 C -1.004 -2.277 3.271
9 C -2.398 -2.808 3.607
10 C -0.052 -3.452 3.012
11 C -0.439 -1.404 4.403
12 C -1.319 -0.219 4.786
13 N 0.030 -0.782 -0.643
14 C 0.294 -1.570 -1.827
15 C 0.081 -0.781 -3.130
16 C -0.949 -1.339 -4.117
17 C -0.485 -0.727 -5.445
18 C 0.979 -0.319 -5.168
19 O 1.295 -0.799 -3.873
20 C 0.959 -0.082 0.025
21 O 0.736 0.461 1.102
22 C 2.389 -0.021 -0.529
23 N 2.560 0.645 -1.800
24 S 1.779 2.107 -1.986
25 O 1.988 2.496 -3.349
26 O 0.417 2.040 -1.524
27 C 2.718 3.152 -0.891
28 C 2.344 3.256 0.436
29 C 3.099 4.040 1.292
30 C 4.206 4.699 0.783
31 F 4.943 5.463 1.609
32 C 4.585 4.601 -0.547
33 C 3.825 3.811 -1.391
34 H -3.983 -1.131 0.884
35 H -5.261 0.080 0.861
36 H -3.916 0.241 1.990
37 H -3.703 0.411 -1.054
38 H -3.697 1.792 0.039
39 H -1.411 1.337 -0.557
40 H -1.638 0.917 1.133
41 H -1.952 -1.132 -1.082
42 H -0.513 -0.595 2.080
43 H -2.726 -3.488 2.826
44 H -3.114 -1.994 3.670
45 H -2.377 -3.339 4.555
46 H 0.946 -3.087 2.778
47 H 0.005 -4.095 3.886
48 H -0.418 -4.036 2.171
49 H 0.539 -1.031 4.086
50 H -0.284 -2.034 5.280
51 H -2.249 -0.551 5.239
52 H -0.798 0.408 5.506
53 H -1.554 0.388 3.915
54 H -0.365 -2.442 -1.795
55 H 1.322 -1.935 -1.822
56 H -0.178 0.260 -2.882
57 H -1.966 -1.059 -3.856
58 H -0.873 -2.427 -4.146
59 H -0.553 -1.443 -6.262
60 H -1.078 0.148 -5.703
61 H 1.096 0.772 -5.185
62 H 1.691 -0.769 -5.860
63 H 2.813 -1.026 -0.597
64 H 2.966 0.539 0.215
65 H 2.379 0.069 -2.620
66 H 1.474 2.722 0.786
67 H 2.843 4.146 2.334
68 H 5.453 5.135 -0.899
69 H 4.065 3.701 -2.436

The following is a quantum chemistry calculation of 2 unconnected molecules or ions with the total composition C23H36O6 in a non-equilibrium geometry, from the Open Molecules 2025 dataset.

- SMILES: CCCCCCCC1=CC(=O)C(OCCC)=C([C@H](C)CC)C1=O.O=C1OCCO1
- Total energy: -1349.22962 Eh
- E_HOMO: -9.53 eV

Atoms and positions in Å:
1 C 4.351 -3.017 -0.583
2 C 4.251 -1.458 -0.990
3 C 4.901 -0.488 0.138
4 C 3.841 0.498 0.815
5 C 3.500 0.135 2.356
6 C 1.937 -0.202 2.520
7 C 1.033 1.127 2.779
8 C -0.246 0.964 1.856
9 C -0.730 1.956 0.962
10 C -2.014 1.527 0.100
11 O -2.923 2.327 -0.198
12 C -1.994 -0.008 -0.383
13 O -2.395 -0.419 -1.681
14 C -1.472 0.179 -2.627
15 C 0.018 -0.387 -2.564
16 C 0.284 -1.687 -3.459
17 C -1.514 -1.003 0.511
18 C -1.408 -2.537 0.119
19 C -2.775 -3.198 -0.399
20 C -0.793 -3.473 1.271
21 C -0.058 -4.782 0.709
22 C -1.051 -0.428 1.938
23 O -1.313 -0.975 3.024
24 H 3.726 -3.222 0.343
25 H 5.440 -3.325 -0.429
26 H 3.940 -3.678 -1.420
27 H 4.828 -1.371 -1.981
28 H 3.162 -1.212 -1.204
29 H 5.437 -1.170 0.872
30 H 5.685 0.132 -0.428
31 H 4.224 1.583 0.829
32 H 2.900 0.476 0.153
33 H 4.067 -0.845 2.565
34 H 3.890 0.899 3.099
35 H 1.608 -0.621 1.497
36 H 1.721 -1.023 3.275
37 H 0.799 1.291 3.876
38 H 1.648 1.984 2.320
39 H -0.213 2.954 0.848
40 H -1.879 -0.057 -3.675
41 H -1.467 1.321 -2.546
42 H 0.695 0.442 -2.991
43 H 0.409 -0.600 -1.520
44 H -0.451 -2.503 -3.168
45 H 0.276 -1.410 -4.559
46 H 1.340 -2.056 -3.194
47 H -0.662 -2.595 -0.756
48 H -2.920 -4.239 0.047
49 H -3.640 -2.490 -0.208
50 H -2.674 -3.332 -1.537
51 H -0.038 -2.931 1.938
52 H -1.661 -3.801 1.925
53 H 0.740 -5.067 1.486
54 H 0.506 -4.600 -0.262
55 H -0.760 -5.687 0.659
56 O -4.234 8.864 -0.533
57 C -4.313 7.680 -0.388
58 O -3.727 6.765 -1.207
59 C -3.859 5.495 -0.579
60 C -5.044 5.684 0.318
61 O -4.999 7.074 0.619
62 H -4.017 4.711 -1.319
63 H -2.943 5.279 -0.023
64 H -5.990 5.461 -0.184
65 H -4.978 5.087 1.228